(a)
Molecular formula: C4H8N2
Method: DFT, wB97M-V/def2-TZVPD

- HOMO energy (eV) = -7.2
- LUMO level (eV) = 0.333
- M (Da) = 84.12
- HOMO-LUMO gap (eV) = 7.55
- spin multiplicity = 1

```
14
C4H8N2, DFT wB97M-V/def2-TZVPD
C 0.190 -0.009 1.485
N 0.534 0.205 0.051
C -0.379 1.204 -0.563
C 0.647 -1.048 -0.773
C -0.575 -1.450 -1.337
N -1.574 -1.739 -1.876
H 0.197 0.943 2.026
H 0.928 -0.690 1.912
H -0.797 -0.470 1.527
H -1.397 0.818 -0.508
H -0.101 1.318 -1.611
H -0.297 2.149 -0.020
H 1.183 -1.800 -0.199
H 1.466 0.617 0.027
```

Atomic partial charges in e from the Löwdin method, atoms 1 to 5: atom 1 (C): -0.023, atom 2 (N): -0.262, atom 3 (C): -0.032, atom 4 (C): -0.188, atom 5 (C): -0.382

***

(b)
Molecular formula: C4H8N2
Method: DFT, wB97M-V/def2-TZVPD

- HOMO energy (eV) = -7.6
- LUMO level (eV) = 0.534
- M (Da) = 84.12
- HOMO-LUMO gap (eV) = 8.11
- spin multiplicity = 1

```
14
C4H8N2, DFT wB97M-V/def2-TZVPD
C 1.434 -0.948 0.576
N 0.640 0.066 0.839
C -0.586 0.360 0.356
C -1.277 -0.621 -0.529
C -1.167 1.564 0.804
N -1.632 2.567 1.171
H 1.102 -1.730 -0.090
H 2.411 -0.967 1.036
H 1.521 0.567 -1.682
H 1.019 0.770 1.466
H 0.918 1.008 -1.642
H -2.166 -0.166 -0.971
H -0.626 -0.949 -1.352
H -1.591 -1.521 0.019
```

Atomic partial charges in e from the Löwdin method, atoms 1 to 5: atom 1 (C): -0.012, atom 2 (N): -0.048, atom 3 (C): -0.384, atom 4 (C): -0.073, atom 5 (C): -0.227

***

(a) has the most favorable energy; the next structure is 5.8 kcal/mol above.

***

(a)
Molecular formula: C4H8N2
Method: DFT, wB97M-V/def2-TZVPD

- HOMO energy (eV) = -10.1
- LUMO level (eV) = 0.819
- M (Da) = 84.12
- SMILES string = CC(C)(N)C#N
- HOMO-LUMO gap (eV) = 10.90
- spin multiplicity = 1

```
14
C4H8N2, DFT wB97M-V/def2-TZVPD
C -0.749 1.082 -0.659
C -0.058 -0.107 0.059
C 1.471 0.126 -0.059
N -0.503 -1.459 -0.419
C -0.469 -0.157 1.478
N -0.874 -0.422 2.529
H -1.838 1.002 -0.655
H -0.407 1.169 -1.697
H -0.495 2.031 -0.164
H 1.772 0.215 -1.109
H 2.054 -0.672 0.408
H 1.761 1.066 0.433
H -0.093 -2.185 0.182
H -1.508 -1.575 -0.243
```

Atomic partial charges in e from the Löwdin method, atoms 1 to 5: atom 1 (C): -0.044, atom 2 (C): -0.597, atom 3 (C): -0.044, atom 4 (N): 0.060, atom 5 (C): -0.208

***

(b)
Molecular formula: C4H8N2
Method: DFT, wB97M-V/def2-TZVPD

- HOMO energy (eV) = -9.4
- LUMO level (eV) = 1.080
- M (Da) = 84.12
- SMILES string = C1N[C@H]1[C@H]1CN1
- HOMO-LUMO gap (eV) = 10.43
- spin multiplicity = 1

```
14
C4H8N2, DFT wB97M-V/def2-TZVPD
C 1.935 0.148 -0.582
N 1.677 -0.796 0.498
C 0.601 -0.482 -0.435
C -0.552 0.365 0.027
C -1.954 -0.080 -0.143
N -1.317 -0.144 1.169
H 2.630 -0.201 -1.343
H 2.016 1.211 -0.349
H 1.513 -0.319 1.382
H 0.336 -1.313 -1.088
H -0.383 1.445 -0.008
H -2.148 -1.049 -0.600
H -2.717 0.675 -0.327
H -1.634 0.624 1.755
```

Atomic partial charges in e from the Löwdin method, atoms 1 to 5: atom 1 (C): -0.156, atom 2 (N): 0.024, atom 3 (C): -0.296, atom 4 (C): -0.298, atom 5 (C): -0.150

***

(c)
Molecular formula: C4H8N2
Method: DFT, wB97M-V/def2-TZVPD

- HOMO energy (alpha / beta) (eV) = -7.7 / -7.7
- LUMO level (alpha / beta) (eV) = 0.595 / 0.594
- M (Da) = 84.12
- HOMO-LUMO gap (alpha / beta) (eV) = 8.30 / 8.30
- spin multiplicity = 1

```
14
C4H8N2, DFT wB97M-V/def2-TZVPD
C 2.065 -0.034 0.435
C 0.580 -0.021 0.542
N -0.198 -0.591 -0.353
C -1.554 -0.468 -0.464
C -2.329 -0.300 0.702
N -2.952 -0.175 1.678
H 2.403 -0.162 -0.599
H 2.496 -0.834 1.047
H 2.476 0.914 0.799
H 0.101 0.310 1.457
H -0.332 1.679 -0.129
H 0.260 -0.931 -1.192
H -2.012 -0.826 -1.371
H -1.020 1.501 -0.434
```

Atomic partial charges in e from the Löwdin method, atoms 1 to 5: atom 1 (C): -0.074, atom 2 (C): -0.219, atom 3 (N): -0.065, atom 4 (C): -0.226, atom 5 (C): -0.299

***

(a) has the most favorable energy; the next structure is 44.0 kcal/mol above.

***

(a)
Molecular formula: C4H8N2
Method: DFT, wB97M-V/def2-TZVPD

- HOMO energy (eV) = -8.2
- LUMO level (eV) = 0.936
- M (Da) = 84.12
- HOMO-LUMO gap (eV) = 9.13
- spin multiplicity = 1

```
14
C4H8N2, DFT wB97M-V/def2-TZVPD
C 0.603 -0.763 -1.472
C 0.619 0.456 -0.718
C -0.130 0.206 1.233
N -1.133 1.186 1.460
C -0.476 -1.105 0.912
N -0.664 -2.071 0.297
H -0.302 -1.100 -1.944
H 1.414 -1.465 -1.398
H 1.081 0.142 -2.158
H 1.576 0.810 -0.399
H -0.121 1.195 -0.953
H 0.718 0.311 1.895
H -1.946 0.973 0.899
H -1.465 1.203 2.418
```

Atomic partial charges in e from the Löwdin method, atoms 1 to 5: atom 1 (C): -0.151, atom 2 (C): -0.136, atom 3 (C): -0.300, atom 4 (N): 0.005, atom 5 (C): -0.291

***

(b)
Molecular formula: C4H8N2
Method: DFT, wB97M-V/def2-TZVPD

- HOMO energy (alpha / beta) (eV) = -7.7 / -7.7
- LUMO level (alpha / beta) (eV) = 0.423 / 0.422
- M (Da) = 84.12
- HOMO-LUMO gap (alpha / beta) (eV) = 8.09 / 8.09
- spin multiplicity = 1

```
14
C4H8N2, DFT wB97M-V/def2-TZVPD
C 0.774 -1.309 0.792
N -0.111 -0.190 0.431
C 0.147 0.976 0.971
C -1.068 -0.470 -0.494
C -1.916 0.560 -0.930
N -2.589 1.451 -1.262
H 1.665 -1.282 0.160
H 0.243 -2.250 0.646
H 1.056 -1.211 1.841
H -0.461 1.828 0.698
H 1.305 1.234 -1.665
H 0.944 1.048 1.697
H -1.177 -1.489 -0.830
H 0.890 0.750 -2.053
```

Atomic partial charges in e from the Löwdin method, atoms 1 to 5: atom 1 (C): -0.016, atom 2 (N): -0.268, atom 3 (C): 0.016, atom 4 (C): -0.179, atom 5 (C): -0.287

***

(c)
Molecular formula: C4H8N2
Method: DFT, wB97M-V/def2-TZVPD

- HOMO energy (eV) = -8.5
- LUMO level (eV) = 1.021
- M (Da) = 84.12
- SMILES string = CN/C=C1/CN1
- HOMO-LUMO gap (eV) = 9.57
- spin multiplicity = 1

```
14
C4H8N2, DFT wB97M-V/def2-TZVPD
C 1.968 0.381 -0.270
N 1.276 -0.833 0.192
C 0.162 -0.778 -0.648
C -0.848 0.016 -0.275
C -2.200 -0.133 0.163
N -1.136 0.375 1.088
H 2.821 0.113 -0.893
H 2.215 1.023 0.569
H 0.912 -0.693 1.139
H 0.308 -1.154 -1.656
H 1.228 0.950 -0.857
H -2.433 -1.173 0.360
H -3.015 0.521 -0.112
H -1.257 1.383 1.198
```

Atomic partial charges in e from the Löwdin method, atoms 1 to 5: atom 1 (C): -0.121, atom 2 (N): -0.075, atom 3 (C): -0.172, atom 4 (C): -0.289, atom 5 (C): -0.120

***

(d)
Molecular formula: C4H8N2
Method: DFT, wB97M-V/def2-TZVPD

- HOMO energy (eV) = -10.4
- LUMO level (eV) = 0.917
- M (Da) = 84.12
- SMILES string = CC[C@@H](N)C#N
- HOMO-LUMO gap (eV) = 11.29
- spin multiplicity = 1

```
14
C4H8N2, DFT wB97M-V/def2-TZVPD
C 0.405 1.566 -0.811
C -0.528 0.708 0.038
C 0.120 -0.569 0.593
N -0.897 -1.423 1.188
C 0.929 -1.255 -0.450
N 1.553 -1.808 -1.253
H 0.673 1.056 -1.742
H 1.334 1.803 -0.280
H -0.082 2.510 -1.074
H -0.902 1.268 0.902
H -1.405 0.421 -0.556
H 0.824 -0.286 1.386
H -1.546 -1.736 0.470
H -0.478 -2.256 1.590
```

Atomic partial charges in e from the Löwdin method, atoms 1 to 5: atom 1 (C): -0.109, atom 2 (C): -0.228, atom 3 (C): -0.420, atom 4 (N): 0.038, atom 5 (C): -0.192

***

(d) has the most favorable energy; the next structure is 66.0 kcal/mol above.

***

(a)
Molecular formula: C4H8N2
Method: DFT, wB97M-V/def2-TZVPD

- HOMO energy (eV) = -10.3
- LUMO level (eV) = 0.843
- M (Da) = 84.12
- SMILES string = CC(C)(N)C#N
- HOMO-LUMO gap (eV) = 11.17
- spin multiplicity = 1

```
14
C4H8N2, DFT wB97M-V/def2-TZVPD
C 0.974 -1.076 0.100
C 0.038 0.127 -0.075
C -1.203 -0.003 0.814
N -0.394 0.182 -1.471
C 0.768 1.372 0.303
N 1.320 2.363 0.533
H 1.970 -0.868 -0.306
H 0.546 -1.928 -0.436
H 1.087 -1.335 1.157
H -1.791 -0.859 0.472
H -1.823 0.898 0.755
H -0.918 -0.152 1.860
H -0.983 0.997 -1.623
H 0.410 0.282 -2.084
```

Atomic partial charges in e from the Löwdin method, atoms 1 to 5: atom 1 (C): -0.043, atom 2 (C): -0.646, atom 3 (C): -0.046, atom 4 (N): 0.064, atom 5 (C): -0.181

***

(b)
Molecular formula: C4H8N2
Method: DFT, wB97M-V/def2-TZVPD

- HOMO energy (eV) = -8.8
- LUMO level (eV) = 1.226
- M (Da) = 84.12
- SMILES string = C/C=N/N1CC1
- HOMO-LUMO gap (eV) = 10.01
- spin multiplicity = 1

```
14
C4H8N2, DFT wB97M-V/def2-TZVPD
C -2.547 -0.256 0.091
C -1.263 0.450 -0.273
C 2.175 -0.716 -0.066
C 1.901 0.627 0.233
H -3.171 0.150 -0.675
H -2.562 -1.258 -0.018
H -2.919 -0.114 1.037
H -0.995 1.561 -0.668
H 2.884 -1.061 -0.799
H 2.025 -1.237 0.934
H 2.462 1.383 -0.023
H 1.434 0.892 1.138
N -0.280 -0.424 -0.179
N 0.855 0.001 -0.732
```

Atomic partial charges in e from the Löwdin method, atoms 1 to 5: atom 1 (C): -0.086, atom 2 (C): -0.151, atom 3 (C): -0.093, atom 4 (C): -0.175, atom 5 (H): 0.064

***

(a) has the most favorable energy; the next structure is 106.5 kcal/mol above.